(1)
{"formula": "C42H36BrGeN5O2SSeTi", "method": "wB97M-V/def2-TZVPD", "elements": ["O", "H", "C", "C", "H", "C", "C", "H", "H", "C", "H", "H", "H", "C", "C", "H", "H", "C", "S", "H", "N", "N", "C", "C", "H", "C", "C", "C", "C", "O", "C", "H", "Ti", "H", "C", "C", "H", "C", "N", "C", "H", "H", "C", "C", "H", "N", "C", "H", "C", "H", "Se", "H", "C", "H", "H", "C", "H", "C", "C", "N", "C", "H", "C", "C", "C", "H", "H", "Br", "H", "C", "H", "H", "H", "C", "H", "C", "C", "H", "Ge", "H", "C", "C", "C", "C", "H", "C", "C", "H", "H", "C"], "xyz": [[1.14154, -1.08622, -0.76181], [6.60381, 1.00140, 2.58386], [-4.20585, 1.48671, 1.78478], [7.39553, -4.67647, 0.85856], [-0.24714, 1.61029, -1.70374], [-0.06226, 2.07049, 0.41695], [5.90597, -0.99796, 2.24237], [6.15233, -0.96414, 1.18526], [8.82951, -5.55380, -2.07590], [4.52658, -6.26678, 2.88651], [-5.95168, -0.01354, -0.75095], [-0.90205, -1.54273, 5.06063], [5.66240, 3.27601, 0.69670], [-0.02480, 3.10015, 1.35456], [2.69350, -4.77380, 3.26768], [2.18640, -7.71961, 4.85212], [2.41695, -3.40581, -1.11810], [-2.69138, 0.27594, 0.38194], [2.82484, 0.82936, 0.43532], [4.60622, 4.29330, 3.26553], [2.67047, 1.67981, 3.05802], [-1.52047, -0.20424, -0.02825], [5.89254, 0.08250, 4.39170], [3.11593, 1.83685, 1.78185], [2.19947, -3.81627, 3.12181], [3.24233, 2.66323, 3.85582], [2.17494, -3.19400, -0.07919], [-0.14758, 4.42328, 0.95401], [2.06418, -5.73484, 4.04477], [0.43596, -1.98197, 1.06175], [2.67324, -6.96582, 4.24784], [1.79270, -4.09226, 0.40650], [0.50996, 0.11514, 0.67044], [-2.11222, 1.43251, 2.14092], [1.79881, 0.69367, 3.56714], [-2.93048, 1.10212, 1.51748], [7.63127, -4.64279, 1.91706], [-5.14195, 0.30926, -0.11202], [0.79959, 0.25845, 2.78795], [4.01074, 3.42284, 3.05395], [4.37909, -8.19021, 3.81870], [-0.95123, -0.84193, 2.68723], [1.16982, -2.11050, 0.03931], [-0.21436, 2.38014, -0.93587], [1.09841, -5.52904, 4.48885], [3.91235, 2.91111, 1.77657], [-3.81624, -0.12396, -0.43287], [2.82303, 0.57560, 5.43899], [1.95221, 0.27437, 4.87760], [9.31571, -5.47344, 0.34359], [-1.81926, -1.22349, -1.51192], [-0.42800, 3.94846, -2.39149], [6.84880, -4.75994, -1.85940], [6.13540, 0.93430, 5.01599], [2.97068, -2.02447, 1.54608], [5.10201, -2.18048, 4.16109], [5.48040, -6.49773, 2.42569], [6.15145, -4.24982, 0.39943], [3.36636, -2.58488, 0.69230], [-3.54050, -0.89568, -1.46063], [5.36919, -2.16244, 2.79535], [4.70374, -3.07955, 4.61986], [6.15609, 0.11926, 3.02679], [5.89267, -4.29414, -0.96947], [-0.10977, -0.92776, 4.66063], [4.19985, 3.01430, -0.28225], [6.63336, -4.79192, -2.91919], [-0.44230, 6.51045, -0.94819], [-0.13943, 5.22475, 1.68064], [0.98596, -0.55240, 5.42624], [3.01300, 2.75155, 4.90163], [4.93455, -3.96512, -1.35896], [3.86809, -1.83905, 0.07392], [3.93382, -5.02566, 2.67756], [-4.39943, 2.11924, 2.64114], [5.37698, -1.07535, 4.95868], [8.35393, -5.14362, -0.02592], [5.21742, -1.13088, 6.02954], [4.78452, -3.63174, 1.61751], [4.41226, 4.54655, 0.59084], [-0.31628, 3.70139, -1.34442], [-0.28673, 4.71751, -0.39669], [4.59572, 3.47506, 0.61771], [3.90462, -7.22993, 3.66728], [1.09118, -0.89598, 6.44636], [8.08111, -5.18738, -1.38612], [-0.14964, -0.52148, 3.34475], [-6.30630, 1.43974, 1.24900], [0.08614, 2.88842, 2.41310], [-5.32012, 1.09440, 0.97321]], "lowdin_charge": [-0.188, 0.102, -0.021, -0.110, 0.102, -0.299, -0.107, 0.109, 0.111, -0.091, 0.132, 0.132, 0.110, -0.118, -0.132, 0.110, 0.130, -0.322, 0.878, 0.148, 0.032, -0.317, -0.101, -0.597, 0.089, 0.003, -0.100, -0.107, -0.084, -0.061, -0.071, 0.130, 0.961, 0.093, -0.212, -0.021, 0.107, 0.015, 0.033, 0.009, 0.112, 0.115, -0.599, -0.105, 0.102, -0.084, -0.349, 0.121, 0.042, 0.111, 1.275, 0.115, -0.075, 0.106, 0.045, -0.095, 0.101, -0.290, -0.259, -0.188, -0.258, 0.101, -0.096, -0.110, 0.010, 0.072, 0.108, 0.814, 0.110, 0.022, 0.140, 0.088, 0.057, -0.281, 0.122, -0.095, -0.071, 0.108, 1.035, 0.111, -0.096, -0.681, 0.021, -0.066, 0.136, -0.068, -0.093, 0.121, 0.098, -0.035], "total_charge": 2, "relative_energy_kcal_mol": 10.4, "lumo_ev": -6.85, "e_tot_ev": -281527.4392, "spin_multiplicity": 1, "homo_lumo_gap_ev": 6.10}

(2)
{"formula": "C42H36Cl2CrN6O4P2", "method": "wB97M-V/def2-TZVPD", "elements": ["C", "C", "C", "C", "H", "H", "H", "O", "C", "C", "C", "C", "C", "H", "H", "H", "C", "H", "C", "H", "H", "C", "N", "C", "C", "C", "H", "O", "C", "C", "H", "C", "H", "H", "H", "C", "H", "H", "C", "C", "H", "Cl", "C", "C", "C", "H", "C", "C", "O", "C", "Cl", "H", "N", "N", "H", "O", "N", "H", "H", "C", "H", "H", "H", "P", "H", "C", "C", "H", "C", "C", "H", "H", "C", "C", "P", "C", "H", "N", "C", "C", "H", "H", "C", "C", "C", "H", "H", "Cr", "H", "C", "N", "H", "C"], "xyz": [[0.24599, 2.37598, 2.72086], [1.71765, 1.90166, 2.97329], [2.44928, -3.82230, -3.15200], [-2.61148, 3.31404, 1.30649], [0.48666, -3.32665, -3.82930], [4.32457, 2.33869, 0.09210], [-0.74852, -1.81920, 5.40937], [-1.35693, -2.24334, -3.75691], [-1.39985, 2.52098, -0.66221], [-1.65565, 0.30415, 2.90142], [-2.74492, -1.09688, 5.07669], [-2.46087, -1.13122, -2.00328], [-0.46930, 2.73458, 3.98742], [-3.73549, -1.84731, -3.52667], [-3.42587, -3.14820, 1.43910], [-0.38931, 3.01579, -4.36893], [-0.49315, 5.12745, 3.41261], [4.16459, -2.17448, -0.78476], [3.45276, -3.52907, -2.24899], [-1.99439, -4.88835, 1.51354], [-3.22816, 5.32898, -1.34927], [-0.18201, 1.78326, -2.60145], [-0.11531, -1.38018, -1.99218], [-0.85810, -0.53252, 3.69263], [-2.82658, 4.50493, -0.77024], [-3.54752, -0.27033, 4.29831], [-0.70239, 1.93143, 4.67672], [4.14972, -0.14239, -0.27077], [-4.66935, -0.30433, -0.66146], [1.39130, -3.43321, 2.11556], [-3.24345, 0.41258, 0.75089], [-4.83326, -0.93454, -1.88700], [-2.82650, 3.25825, 2.36704], [0.47100, 1.08376, -3.11081], [1.93315, 1.55428, 3.98505], [-0.76397, 3.99500, 4.30901], [2.34470, 3.95120, 3.48608], [3.09670, -2.16784, 2.10542], [2.74424, 1.13939, 1.01091], [0.80811, 3.62624, 1.96694], [0.84357, 3.47160, 0.88787], [2.60808, -5.11031, -4.29007], [2.96763, 0.05907, -0.00592], [-1.38873, -1.21264, 4.77953], [-3.00150, 0.44087, 3.23228], [0.38692, 5.77889, 1.61551], [-3.17341, 4.35787, 0.54400], [-1.54966, 3.76776, -2.75780], [-0.34734, -1.99626, 0.88485], [-1.57720, -4.01161, 2.00312], [4.91836, -4.44750, -2.18292], [1.78128, -1.50813, 1.30831], [2.29354, -2.39033, 1.51867], [1.87645, -0.60397, -0.45870], [3.97616, 4.27777, 1.61997], [0.14935, -4.41527, -0.09702], [-2.28879, -0.52162, -0.81941], [1.14487, -3.14697, 3.13647], [-1.95486, 4.59860, -3.32378], [-1.93088, 3.60695, -1.40189], [-3.85033, 5.06013, 1.01357], [-3.63320, 1.12320, 2.67550], [-1.23965, 4.20040, 5.26077], [-0.08466, -3.49470, 1.01842], [-0.89253, 6.09886, 3.67383], [1.09739, -2.05554, -2.22278], [2.20340, 3.33317, 2.60127], [-5.51476, 0.05848, -0.09216], [3.35251, 3.39267, 1.65824], [-1.75740, 2.41393, 0.72008], [2.64276, -2.69694, 0.59669], [-2.80829, -2.49367, 2.84499], [1.27804, -3.07976, -3.14162], [3.54998, 2.36558, 0.84424], [-0.72645, 1.20470, 1.59189], [0.20491, 4.95438, 2.29518], [1.90707, -4.39148, 2.10578], [-2.57176, -2.88664, 1.92652], [-0.52375, 1.56609, -1.28964], [-1.22605, -1.63999, -2.70463], [-5.82003, -1.09007, -2.30358], [-2.07746, -2.13967, 1.39714], [2.14237, -1.69212, -1.35844], [3.30908, -2.45606, -1.37596], [-3.70485, -1.35101, -2.56624], [0.20119, -0.60665, 3.46531], [-4.59544, -0.14929, 4.54270], [-0.21350, -0.23097, -0.39415], [-3.16584, -1.61937, 5.92633], [-3.39151, -0.11190, -0.17623], [2.02648, 0.84531, 2.02396], [-1.36344, -4.25101, 3.04302], [-0.68170, 2.88875, -3.33388]], "mulliken_spin": [-0.017, -0.004, 0.000, 0.004, 0.002, 0.000, 0.000, 0.018, -0.102, -0.055, -0.002, 0.057, -0.003, 0.000, 0.000, -0.001, -0.001, 0.000, 0.001, 0.000, 0.000, 0.128, -0.070, 0.000, 0.008, 0.001, 0.000, 0.008, -0.003, -0.002, -0.009, 0.004, 0.000, 0.003, 0.001, 0.001, 0.000, 0.000, 0.002, 0.004, 0.000, 0.000, 0.036, 0.001, -0.010, 0.000, -0.009, 0.042, -0.095, 0.000, 0.000, 0.020, -0.001, -0.042, 0.000, 0.002, -0.057, 0.000, 0.001, -0.021, -0.001, -0.001, 0.000, 0.005, 0.000, 0.006, 0.000, 0.000, -0.001, 0.014, 0.003, 0.000, -0.003, -0.003, 0.045, 0.001, 0.000, -0.003, -0.199, -0.021, 0.000, 0.011, 0.078, -0.005, 0.002, 0.000, 0.000, 3.185, 0.000, 0.033, 0.030, 0.000, -0.020], "total_charge": 1, "relative_energy_kcal_mol": 27.3, "lumo_ev": [-2.69, -2.73], "e_tot_ev": -133310.5622, "spin_multiplicity": 4, "s_squared": 3.806, "homo_lumo_gap_ev": [6.91, 7.01]}